(1)
44
Properties=species:S:1:pos:R:3:mulliken_charge:R:1 method="wB97M-V/def2-TZVPD" smiles="CCOC(=O)CC(=O)CSc1nc2c(C)c(C)ccc2cc1C" lumo_energy_ev=-0.4
C 3.5855 1.3202 -0.6363 -1.291
C -0.0014 -1.4701 1.0545 -1.193
H 3.2251 4.3401 0.0498 0.313
H 4.0329 -3.2450 -0.5520 0.321
C 2.7205 2.3404 -0.3176 0.297
S 0.4518 3.4877 0.3624 -0.168
H -5.3213 -0.7623 1.1854 0.488
H 4.2060 3.5248 -1.2330 0.315
C 3.1839 3.8578 -1.0701 -1.316
C -2.7856 0.2488 -0.9633 0.658
C 3.3927 -2.4287 -0.1988 -0.623
O -3.9761 0.4896 -0.9530 -0.343
C 1.3014 -1.5869 0.5496 0.229
C 2.2303 -2.5311 0.1380 0.655
C 1.5836 -4.0515 0.3219 -1.498
O -2.0171 0.6274 1.5888 -0.632
H -4.2446 -1.6647 0.6851 0.540
O -2.4462 -0.8555 -1.2614 -0.683
H 2.2953 -4.8319 0.0964 0.389
H 4.5024 1.2959 -0.9973 0.506
H -2.1712 2.3638 -0.7871 0.931
C -1.6462 1.5189 0.7564 0.849
H -0.3068 -0.7785 1.8685 0.332
N 0.9926 0.8105 0.5183 -0.225
C -1.8354 1.5076 -0.7716 -1.854
H -4.5568 -0.8794 -1.8595 0.437
H 0.6456 -4.3072 -0.0878 0.366
C -0.8760 2.8654 1.4269 -0.770
H -0.1113 -2.5507 1.4679 0.418
H -0.7759 -1.7045 0.2134 0.115
C 3.0275 0.0006 -0.2190 1.104
C 3.8827 -1.2436 -0.6879 -1.026
H -0.3194 2.1863 2.2310 0.279
H 1.4817 -4.1544 1.5332 0.312
C 1.8783 -0.4046 0.2259 0.202
H -5.8640 0.1275 -1.1638 0.205
C -5.0051 -1.2341 0.3720 -1.419
H 2.5372 4.2721 -1.5935 0.537
H 4.9579 -1.1623 -0.9326 0.304
H -0.9691 1.4780 -1.0502 0.858
C 1.5004 2.0050 -0.0560 0.585
C -4.8252 -0.3742 -0.9621 -0.294
H -1.6247 3.5739 1.5107 0.539
H -5.9358 -2.0213 0.1977 0.254



(2)
16
Properties=species:S:1:pos:R:3:mulliken_charge:R:1 method="wB97M-V/def2-TZVPD" charge=+2 lumo_energy_ev="-12.3 / -12.7"
N 1.6950 -1.0844 0.2709 -0.444
C 0.8277 -0.4306 0.9291 0.054
C 0.5695 -0.8559 -1.8195 0.111
C -0.3041 1.6119 0.4169 -0.905
H -1.0727 2.1374 -0.1080 0.437
H -1.5752 -1.4782 1.0717 0.392
N -0.3400 0.1947 0.4031 0.104
H 0.5911 -0.8893 -2.9255 0.388
N 1.6084 -1.0955 -1.1087 0.236
H -0.2460 2.2115 1.2849 0.423
H -2.0802 -0.7635 -0.4624 0.332
H -2.3371 0.2825 0.9652 0.407
H 0.9245 -0.1746 2.0196 0.461
H 0.7182 1.9308 0.0491 0.392
C -1.5870 -0.4481 0.5201 -0.765
H 2.6079 -1.1486 -1.5064 0.376



(3)
17
Properties=species:S:1:pos:R:3:mulliken_charge:R:1 method="wB97M-V/def2-TZVPD" smiles="C=CCN.C=C" lumo_energy_ev=1.1
H 2.9577 -0.9512 -0.8204 0.243
C 2.3066 -1.3335 -1.5947 -0.428
H -0.6300 2.1371 -0.2924 0.237
H 0.1541 0.6544 3.3571 0.261
H 0.0376 0.5040 -0.3883 0.060
H 0.5611 -2.3678 -2.1094 0.234
C -0.7913 1.0360 1.5083 -0.154
C 1.2308 -2.0582 -1.3172 -0.525
N -2.0585 0.5783 -0.5463 -0.672
H -1.7174 1.3958 1.9509 0.236
H -2.7099 1.3495 -0.6085 0.241
H 1.1541 0.3514 1.8256 0.211
H 0.9293 -2.2642 -0.2989 0.252
H 2.5731 -1.1279 -2.6228 0.220
C -0.7897 1.0932 0.0071 0.057
C 0.2194 0.6594 2.2797 -0.704
H -1.8975 0.3177 -1.5148 0.231



(4)
24
Properties=species:S:1:pos:R:3:mulliken_charge:R:1 method="wB97M-V/def2-TZVPD" smiles="Cc1ccccc1.CC(N)=O" lumo_energy_ev=0.8
H 1.4308 2.2219 2.1151 0.334
C 1.0878 2.5286 1.1378 -1.510
N -0.6948 -1.6130 1.3134 -0.262
H 1.4019 -1.1350 -2.7527 0.389
C 2.0518 0.3822 0.1665 -0.421
C -1.9464 -2.1214 0.9728 0.592
C -2.7456 -1.2387 0.0948 -0.752
C 0.1114 1.3810 -0.8504 -0.452
H 2.9611 -1.2148 -0.8622 0.378
H -3.0484 -0.3133 0.5743 0.293
H -0.6844 2.1123 -0.8971 0.290
H -3.5878 -1.7539 -0.3704 0.312
C 1.0602 1.3731 0.1511 0.836
O -2.2132 -3.2642 1.2855 -0.623
H -0.5937 0.3963 -2.6346 0.435
H 1.9165 3.1917 0.8186 0.348
H 0.2385 3.1821 0.9738 0.364
C 1.1651 -0.5458 -1.8760 -0.534
H 2.6808 0.1917 1.0293 0.329
C 0.1675 0.4134 -1.8654 -0.504
H -2.1841 -1.0633 -0.8332 0.095
H -0.4555 -0.6687 1.0118 0.154
C 2.1288 -0.5256 -0.8543 -0.299
H -0.2480 -1.9163 2.1514 0.206



(5)
6
Properties=species:S:1:pos:R:3:mulliken_charge:R:1 method="wB97M-V/def2-TZVPD" lumo_energy_ev=0.3
C 1.0851 -0.3626 0.8748 -0.021
Cl 2.0038 0.6093 -0.1751 -0.039
N -0.8878 -0.3703 -2.1548 -0.074
N -1.2732 0.1143 -1.2258 0.083
O -0.1138 0.2134 1.0778 -0.327
H -0.8141 -0.2040 1.6031 0.378



(6)
18
Properties=species:S:1:pos:R:3:mulliken_charge:R:1 method="wB97M-V/def2-TZVPD" lumo_energy_ev=0.8
C 0.8720 -0.1995 -0.4689 0.765
H -1.6000 -1.1050 1.2135 0.395
C -1.1090 0.4095 -0.6276 -0.967
H -2.1878 0.2499 -0.6376 0.407
C 0.8753 1.2309 0.1251 -0.908
H 1.0499 -2.2062 0.4497 0.398
H -1.2438 -2.0249 -0.3549 0.335
H -0.8968 0.6686 -1.6651 0.411
H -0.9396 2.4917 0.1139 0.316
H 2.0776 -1.3786 -1.4124 0.243
N 1.5019 -0.5476 -1.5356 -0.847
C -0.9175 -1.3221 0.4021 -0.712
H 1.5193 1.3205 0.9988 0.338
H 1.2504 1.8791 -0.6697 0.363
H -0.9107 1.2477 1.3747 0.227
C -0.6181 1.4749 0.3455 -0.350
H 0.7635 -0.9001 1.6667 0.246
C 0.5135 -1.2889 0.6814 -0.660



(7)
27
Properties=species:S:1:pos:R:3:mulliken_charge:R:1 method="wB97M-V/def2-TZVPD" charge=+1 s2=3.811 spin_multiplicity=4 lumo_energy_ev="-7.4 / -7.4"
H -21.1584 12.2523 -5.5444 0.321
H -21.0085 6.5753 -6.9705 0.302
H -19.5452 5.6318 -1.6076 0.345
H -20.1857 6.3354 -8.2263 0.331
V -21.8447 9.3420 -1.0089 1.217
H -24.4887 9.2420 -2.7647 0.260
H -22.0382 8.3484 -4.6919 0.325
H -19.5910 7.0690 -2.1178 0.218
C -21.2001 8.0911 -4.0261 -0.506
O -22.5126 5.4790 -1.7205 -0.630
H -19.2461 8.8984 -3.8540 0.277
O -24.7112 8.3649 -3.0874 -0.596
O -21.6592 8.1510 -2.6957 -0.120
H -20.8565 7.0975 -4.3226 0.326
H -18.9200 11.6111 -6.5229 0.347
H -23.8644 7.9543 -3.3011 0.324
C -20.1159 9.0957 -4.4801 -0.977
H -20.0490 9.0057 -5.5617 0.374
O -20.3273 12.7319 -5.6167 -0.660
O -17.9752 11.4475 -6.6432 -0.623
H -22.2712 6.3517 -2.0513 0.257
O -18.9883 6.3410 -1.9502 -0.609
H -23.4382 5.5477 -1.4634 0.324
H -20.5273 13.4980 -6.1662 0.321
O -21.0929 6.4075 -7.9123 -0.629
H -20.3993 10.1412 -4.3141 0.183
H -17.6663 12.1864 -7.1747 0.299



(8)
12
Properties=species:S:1:pos:R:3:mulliken_charge:R:1 method="wB97M-V/def2-TZVPD" smiles="CSC(=S)CO" lumo_energy_ev=-0.3
H -0.4167 -2.1558 0.5741 0.314
S -0.2364 -0.6305 2.9227 -0.210
C 0.7891 1.2570 -0.9225 -0.866
H 0.4948 -1.1781 -0.5765 0.289
H -0.0802 0.9560 -1.4861 0.320
H 1.6436 0.6172 -1.2117 0.304
H -2.1122 -0.4057 0.0299 0.339
O -1.3912 -0.6779 -0.5451 -0.487
H 1.0099 2.2920 -1.1791 0.341
C 0.0200 -0.2450 1.3440 0.223
C -0.2797 -1.1569 0.1740 -0.557
S 0.5591 1.3277 0.8764 -0.010



(9)
9
Properties=species:S:1:pos:R:3:mulliken_charge:R:1 method="wB97M-V/def2-TZVPD" lumo_energy_ev=0.5
H 2.1237 1.3402 0.0609 0.350
C -0.9085 0.4022 0.0788 0.096
F -0.1163 1.3689 -0.2292 -0.280
O 2.7877 -1.1670 0.0159 -0.438
H -2.2868 -1.3066 0.5074 0.347
S 3.7080 -0.1829 0.4871 0.793
F 4.6456 0.2409 -0.8700 -0.281
O 2.9108 1.2359 0.6042 -0.416
C -1.6619 -0.5012 0.2702 -0.171



(10)
63
Properties=species:S:1:pos:R:3:mulliken_charge:R:1 method="wB97M-V/def2-TZVPD" lumo_energy_ev="-0.1 / -0.1"
C -0.5651 1.4439 2.6878 0.572
H -1.6682 1.7275 4.5026 0.273
H 1.8292 3.4144 -0.4787 0.431
C 2.3937 -1.8605 -0.2595 -1.166
C -3.9210 -1.5695 -1.2287 -1.320
O -0.5713 0.1808 -3.9233 -0.605
H -0.4799 -0.2466 -3.0134 0.276
H 2.3332 -4.3256 0.2060 0.273
H -1.7859 -4.5158 1.4594 0.393
H 3.2770 -3.7965 -4.8165 0.293
C -0.9242 -3.9600 1.0761 -1.030
C 1.1836 -2.4904 0.0062 1.120
C 3.6961 0.2362 1.3532 -1.321
H 0.3352 0.1852 -4.4094 0.324
H -4.1077 -0.8921 -2.0793 0.406
H -3.8028 0.4684 1.9294 0.322
C -1.3592 4.2284 -2.7351 -0.473
La -0.3561 0.6586 0.1391 0.892
H -4.4950 1.1026 0.3990 0.392
C 1.0305 3.6508 -1.1872 -0.615
H 4.7556 -0.0999 1.2834 0.451
H -5.1017 -0.4570 1.0679 0.429
C -0.6233 1.6959 4.1577 -0.425
C 1.3189 -3.8874 0.2639 -1.295
C 0.1662 0.5379 4.7402 -0.516
N -0.0776 -1.8718 0.1860 0.250
H -0.4477 -0.0418 5.4550 0.296
H 0.1227 1.8688 -1.3893 -0.956
C -0.6879 5.1941 -1.9641 -0.708
H 1.0635 0.9170 5.2594 0.233
H 0.8745 5.6770 -0.5863 0.344
H -2.2492 4.4271 -3.3604 0.370
C 0.2693 -4.6013 0.7629 -0.458
H 1.3214 1.9108 -2.4695 0.088
O -1.1557 2.1217 1.7522 -0.731
C -0.8126 2.9800 -2.7978 -0.368
H -3.3584 -2.4442 -1.5920 0.373
H 3.2935 -0.1464 2.3070 0.216
H 3.3690 -0.2320 -2.2905 0.321
H 4.7287 -0.1769 -1.1197 0.461
H -4.8881 -1.8869 -0.7994 0.374
H 1.7558 -4.0953 -4.7659 0.314
H 0.3798 -5.6809 0.9282 0.366
O 1.2417 -1.3503 3.5416 -0.565
C -2.3855 -1.9596 1.1422 -1.245
N 0.1968 0.3700 2.3886 0.210
H -1.0727 6.2064 -1.9505 0.326
P -2.9011 -0.6410 -0.0281 0.755
P 2.5652 -0.1093 -0.0833 0.841
H -0.1216 2.6640 4.3199 0.274
C 0.4462 4.8824 -1.1987 -0.499
H 3.3228 -2.4904 -0.1344 -0.009
O 2.5020 -3.6337 -4.2917 -0.597
H -2.4195 -1.5530 2.1636 0.382
C 0.6246 -0.3060 3.5471 -0.016
H -1.3648 2.1045 -3.1687 0.409
H 3.8399 1.3511 -1.5165 0.373
C 0.4957 2.6615 -2.1320 1.379
C -1.0429 -2.5975 0.8004 0.874
C 3.7610 0.2610 -1.3920 -1.335
H -3.1362 -2.7574 1.0955 0.529
H 3.6051 1.3608 1.2930 0.358
C -4.2155 0.1883 0.9475 -1.311



(11)
18
Properties=species:S:1:pos:R:3:mulliken_charge:R:1 method="wB97M-V/def2-TZVPD" smiles=CC(C)O.O.O lumo_energy_ev=0.6
C 0.5432 0.2273 -0.7898 -1.392
C -0.5462 -0.8937 1.1483 -1.252
H -1.3992 -1.5285 1.3180 0.311
H -0.0585 1.0995 -0.8615 0.386
H 1.4204 0.3334 -0.1474 0.307
H -3.7272 0.6849 0.6549 0.305
O -3.8522 0.7527 -0.2971 -0.671
H 0.9656 0.1792 -1.8676 0.303
H 0.3033 -1.3973 1.6330 0.382
H -0.5592 0.1501 1.4241 0.340
H 4.7813 2.3217 1.0165 0.317
C -0.2607 -0.9552 -0.3402 0.575
H -2.9318 0.3940 -0.5406 0.365
O 4.1185 1.9532 0.3847 -0.625
H -1.7059 -1.6421 -1.5940 0.260
O -1.5585 -0.8318 -1.1061 -0.566
H 4.1707 1.0243 0.5759 0.308
H 0.2963 -1.8717 -0.6112 0.345



(12)
18
Properties=species:S:1:pos:R:3:mulliken_charge:R:1 method="wB97M-V/def2-TZVPD" lumo_energy_ev="0.1 / 0.1"
H 1.1444 2.0410 -2.2621 0.325
C 0.8046 0.0426 -1.3945 0.514
C 1.0610 -0.9329 2.2504 -0.966
O 1.7721 0.1364 -2.2237 -0.396
C 0.0653 -0.2857 -0.5062 -0.571
H 2.7863 1.9911 -2.9279 0.269
C -1.5136 -0.5257 1.7857 -0.014
C -2.3791 -0.3823 -0.0045 -0.392
H 1.3439 -0.1216 1.6506 0.350
S -0.5312 -0.5891 3.1190 -0.139
C -1.0684 -0.2844 0.2517 0.547
H -2.8579 -0.0812 -0.9467 0.391
H 1.3237 1.2821 -3.7837 0.261
C -2.7920 -0.6403 1.3882 -0.497
H -3.7359 -0.4075 1.9159 0.306
C 1.8531 1.4326 -2.8101 -0.692
H 0.8975 -1.5747 1.4542 0.388
H 1.8262 -1.1005 3.0435 0.317



(13)
114
Properties=species:S:1:pos:R:3:mulliken_charge:R:1 method="wB97M-V/def2-TZVPD" charge=-2 s2=3.753 spin_multiplicity=4 lumo_energy_ev="3.5 / 3.5"
C -3.8999 -2.3167 -0.7495 1.041
H 1.5141 -3.2681 4.6176 0.318
C 2.1331 -4.7390 1.7595 -0.635
H -1.4193 -3.1537 -4.8354 0.502
Si 4.3155 -0.5702 0.9956 0.375
C -2.0795 -2.9293 3.4922 -0.829
N 0.0538 -1.1042 -2.5958 0.195
O 1.9835 1.2829 -0.4332 0.021
C -2.6127 5.2648 -0.6914 -0.226
C -5.9629 -2.3095 -2.0967 0.882
C -0.2828 0.1251 -3.1746 -0.363
C -2.7511 6.3936 0.0492 -0.164
H 0.1556 0.9917 -2.6311 0.387
C -0.6873 -5.5592 2.6972 -1.281
O -0.6979 0.8942 4.9341 -0.584
C 3.2407 -3.1454 -0.2633 0.324
H 3.3895 1.3314 -2.7554 0.291
H 4.8912 4.8213 -1.4054 0.389
H -1.5919 -0.9614 -6.0560 0.348
C 5.5578 -1.6878 1.8140 -1.302
C 2.8668 -5.3003 0.7617 -1.172
O -1.9296 -0.6204 0.6255 -0.270
C -3.8752 -0.8635 -0.7891 0.268
C -1.2270 6.4445 -2.2262 0.194
F -3.1476 4.0916 -0.3726 -0.253
H -0.0007 -3.1192 5.6783 0.333
O 1.3975 2.4157 2.8293 -0.385
S -2.0655 4.0178 -3.0207 -0.427
C 3.9568 3.4878 -2.9149 -0.810
S 0.0764 -3.7119 -2.3751 -0.330
H -3.8578 1.7313 -1.7922 0.173
C -4.8966 -0.1851 -1.4557 1.319
H 5.3691 -1.8329 2.8867 0.292
H 1.2558 2.2440 4.8861 0.357
H -5.5931 1.6880 -2.3526 0.329
H -6.8715 -0.3649 -2.4192 0.228
C -7.0560 -3.0206 -2.8114 -1.425
H -5.0793 1.8195 -0.5328 0.313
N 2.7124 -1.2293 1.1019 0.578
H -1.2578 1.1779 -4.7612 0.457
N 0.4753 -2.9047 2.0388 0.816
H 2.3260 2.4369 -3.7072 0.412
O 0.0254 -0.3142 3.1470 0.108
C -6.0234 -0.9000 -1.9795 -1.134
H 4.9100 0.9587 2.8751 0.383
O 0.6718 -1.2012 -1.4412 0.014
H -1.7039 -5.7998 3.1056 0.416
H -2.2755 -2.1892 2.7300 -0.135
H 5.6550 -1.3658 -1.0512 0.370
C 3.3349 -4.5171 -0.2616 -1.065
C -1.2069 -1.0157 -5.0523 -0.451
C -4.9014 -2.9395 -1.4580 -1.197
C -2.8963 -3.2337 -0.0885 -0.505
H -4.6444 -3.9926 -1.6666 0.357
H 1.7578 -5.2835 2.6756 0.204
H -0.7132 -5.5745 1.5720 0.261
C -1.9697 5.2887 -1.9466 0.586
C -1.1018 -2.2240 -4.4101 -0.882
H 2.1955 0.9518 3.9463 0.153
H -7.5541 -3.7034 -2.1469 0.366
C 0.5440 -3.6053 4.8463 -1.407
C 5.0379 -0.4636 -0.8218 -0.914
C 2.5419 -2.5042 0.8400 -0.002
S 1.8938 2.6386 -1.3587 0.572
C 1.6466 -3.3573 1.6504 -0.529
H -0.4336 3.2821 3.2924 0.346
H 5.5853 -2.7086 1.3524 0.249
O -0.5927 1.9866 0.8853 -0.259
H 5.6810 0.3992 -0.9632 0.488
H -1.9671 -2.3469 4.4013 0.226
O -0.1197 4.1682 0.3580 -0.598
H -2.9530 -3.5610 3.6304 0.383
H -2.7881 0.9450 -0.3947 -0.143
Si -0.4235 -3.7484 3.2443 0.823
H 4.9054 3.2696 -3.4989 0.306
H 3.0476 -6.3137 0.8062 0.519
C 0.3575 3.3887 2.5345 -0.543
F -0.5855 8.6926 -1.7213 -0.317
H -2.0508 -3.4480 -0.7616 -0.077
C 0.1753 0.6427 3.9656 0.490
F -2.2265 8.5893 0.5765 -0.358
H 5.0011 3.0130 -1.1425 0.137
Nd 0.4446 -0.0328 0.7602 0.739
H 6.5191 -1.1971 1.7849 0.366
H 3.3170 1.3716 2.0745 -0.518
H -7.8471 -2.3105 -3.0189 0.355
H 3.5163 -2.6284 -1.1745 0.214
H -1.3606 0.2067 4.8562 0.415
C -0.1978 3.2189 1.1166 0.250
H 3.3846 3.4760 0.4269 0.129
C 4.3695 3.8349 -1.4467 -0.392
C -2.1036 7.5731 -0.3330 0.627
F -0.3557 6.4794 -3.2522 -0.398
C -0.9513 0.2003 -4.3762 -0.784
C 3.1163 3.7990 -0.5529 -0.534
H 0.0292 -6.3342 3.1020 0.333
C -2.7709 -0.1442 -0.1720 0.432
C -0.3043 -2.3111 -3.1771 0.102
H 4.8197 1.8787 1.4003 0.358
C 4.3767 1.0235 1.8969 -0.289
H -6.6420 -3.5090 -3.7426 0.277
H -2.4138 -2.8077 0.7888 -0.862
H -3.3889 -4.1912 0.2218 0.515
C -1.3570 7.6331 -1.4860 0.084
F -3.4729 6.3099 1.1496 -0.363
C -4.8864 1.3306 -1.5744 -1.376
C 2.9215 2.3133 -2.8256 -0.571
H 3.4682 4.3154 -3.4253 0.373
H 4.1779 -0.3410 -1.4845 -0.277
C 1.3329 1.6042 3.9615 -0.529
H 3.5227 -4.9884 -1.1805 0.334
H 0.8472 4.3763 2.5654 0.316
H 0.7238 -4.5911 5.2853 0.342
H 2.5007 4.7754 -0.3878 0.403



In order of appearance, ΔE to the lowest compared entry with this formula, charge and spin = 355.5; 167.6; 44.1; 11.6; 9.2; 91.9; 141.1; 24.2; 36.8; 58.2; 12.7; 132.9; 53.8 kcal per mole.
In order of appearance, E = -37460.430; -8738.482; -6851.615; -13081.570; -18601.555; -7886.545; -42358.796; -26925.395; -22468.209; -52916.836; -9447.477; -21300.845; -141321.638 eV.